{"formula": "C3H7NO2", "method": "ωB97M-V/def2-TZVPD", "charge": 0, "relative_energy_ev": 2.831, "energy_ev": -8807.698, "gap_ev": 7.8, "homo_energy_ha": -0.2687, "smiles": "C[NH2+]/C([O-])=C\\O", "symbols": ["C", "N", "C", "O", "C", "O", "H", "H", "H", "H", "H", "H", "H"], "xyz": [[-1.4581, -1.0985, -0.1312], [-0.1025, -0.5931, -0.3841], [0.5107, 0.1841, 0.9128], [0.3255, -0.3828, 1.9802], [1.0123, 1.3554, 0.4442], [1.1319, 1.6142, -0.9387], [-1.4328, -1.6329, 0.8191], [-2.1220, -0.2416, -0.0403], [-1.7988, -1.7498, -0.9402], [0.5144, -1.3595, -0.6452], [-0.0279, 0.1734, -1.0625], [1.3657, 2.1315, 1.1019], [2.0816, 1.5996, -1.1159]], "atomic_forces_ev_per_a": [[-0.115, 0.072, 0.098], [0.213, -0.008, -0.062], [-0.099, 0.120, 0.054], [-0.058, 0.068, -0.177], [0.070, -0.056, 0.561], [0.213, 0.062, -0.054], [-0.033, 0.043, -0.086], [-0.037, -0.056, 0.032], [0.117, 0.117, 0.117], [0.052, 0.166, 0.004], [-0.117, -0.499, -0.380], [0.056, -0.042, 0.148], [-0.263, 0.013, -0.255]]}